(1)
DFT (ωB97M-V/def2-TZVPD) results for a molecular structure, C29H29AsAuNO6PS3.

Summary:
* Kohn-Sham gap (spin up / spin down): 0.2929 / 0.2704 Ha
* multiplicity: 2
* HOMO energy (spin up / spin down): -7.59 / -8.68 eV
* LUMO energy (spin up / spin down): 0.0140 / -0.0487 Ha
* charge: 0
* <S²>: 0.7943

Last column: Löwdin charge in e.
Atoms and positions in Å:
1 Au 0.4592 -1.8439 -0.4255  0.562
2 C 3.3440 -2.5153 5.2042  -0.070
3 C 2.9376 -1.2443 4.4971  -0.260
4 O 3.0575 -1.3303 3.0565  -0.317
5 P 2.1832 -2.1860 2.0673  0.057
6 S 2.6593 -1.5970 0.2269  0.353
7 S 0.2374 -2.1903 2.7712  0.804
8 O 2.5687 -3.6862 2.3889  -0.344
9 C 2.1292 -4.7616 1.5063  -0.285
10 C 2.1787 -6.0462 2.2912  -0.065
11 H 3.2190 -2.3737 6.2784  0.086
12 H 4.3870 -2.7584 5.0050  0.087
13 H 2.7247 -3.3566 4.8994  0.066
14 H 3.5966 -0.4183 4.7558  0.123
15 H 1.9110 -0.9649 4.7372  0.085
16 H 2.8018 -4.7719 0.6492  0.113
17 H 1.1198 -4.5414 1.1536  0.089
18 H 3.1853 -6.2334 2.6640  0.082
19 H 1.8893 -6.8752 1.6455  0.084
20 H 1.4901 -6.0124 3.1348  0.082
21 O -5.2587 -1.8593 2.1784  -0.290
22 S -4.4832 -0.9804 1.3512  0.618
23 O -5.1426 0.1688 0.7850  -0.306
24 N -3.6677 -1.7796 0.2072  -0.016
25 C -2.3719 -1.6637 0.3659  -0.522
26 O -1.5691 -2.1476 -0.4922  -0.183
27 C -1.9501 -0.8999 1.6076  -0.153
28 C -0.6020 -0.5888 2.1479  -0.506
29 C -0.6395 0.3383 3.3081  -0.097
30 C -1.7874 0.7715 3.8889  -0.072
31 C -3.0481 0.3773 3.3863  -0.005
32 C -3.0531 -0.4303 2.2489  -0.223
33 H 0.0516 -0.1988 1.3602  0.038
34 H 0.3171 0.6615 3.6988  0.105
35 H -1.7323 1.4337 4.7428  0.109
36 H -3.9741 0.7086 3.8330  0.122
37 O -0.1335 0.9386 -0.2679  -0.505
38 As -0.2148 1.5678 -1.7884  1.177
39 C 1.3625 1.0697 -2.7688  -0.312
40 C 2.5555 1.5830 -2.2624  -0.112
41 C 3.7663 1.1944 -2.8117  -0.077
42 C 3.7915 0.2836 -3.8605  -0.078
43 C 2.6067 -0.2438 -4.3508  -0.077
44 C 1.3905 0.1453 -3.8040  -0.098
45 C -1.8361 1.0366 -2.6573  -0.288
46 C -2.9137 0.8325 -1.8019  -0.090
47 C -4.1452 0.4577 -2.3156  -0.056
48 C -4.2941 0.2860 -3.6843  -0.065
49 C -3.2207 0.4992 -4.5401  -0.082
50 C -1.9877 0.8788 -4.0303  -0.106
51 C -0.2360 3.4899 -1.7289  -0.293
52 C -0.9633 4.0864 -0.7047  -0.087
53 C -1.0322 5.4688 -0.6267  -0.076
54 C -0.3722 6.2516 -1.5648  -0.083
55 C 0.3578 5.6550 -2.5825  -0.082
56 C 0.4270 4.2709 -2.6669  -0.096
57 H 2.5395 2.2765 -1.4291  0.113
58 H 4.6899 1.5958 -2.4159  0.107
59 H 4.7372 -0.0217 -4.2887  0.105
60 H 2.6241 -0.9671 -5.1553  0.106
61 H 0.4757 -0.3027 -4.1727  0.094
62 H -2.7940 0.9408 -0.7304  0.095
63 H -4.9669 0.2852 -1.6338  0.093
64 H -5.2514 -0.0188 -4.0865  0.106
65 H -3.3415 0.3715 -5.6081  0.103
66 H -1.1675 1.0747 -4.7114  0.095
67 H -1.4632 3.4723 0.0358  0.106
68 H -1.6011 5.9348 0.1671  0.105
69 H -0.4270 7.3305 -1.5009  0.104
70 H 0.8738 6.2649 -3.3125  0.104
71 H 0.9961 3.8072 -3.4643  0.102

(2)
DFT (ωB97M-V/def2-TZVPD) results for a molecular structure, C29H29BN9O2S3Sn.

Summary:
* Kohn-Sham gap: 0.2657 Ha
* HOMO energy: -10.05 eV
* LUMO energy: -0.1038 Ha
* charge: +1

Last column: Löwdin charge in e.
Atoms and positions in Å:
1 Sn 0.3029 -0.5676 0.3669  1.091
2 C 3.0390 0.8572 -3.4078  -0.018
3 N 3.2052 -0.2625 -2.4943  -0.106
4 C 3.2717 -1.5872 -2.8515  -0.026
5 C 3.4535 -2.2874 -1.7076  -0.043
6 N 3.5194 -1.4020 -0.6564  0.013
7 B 4.0329 -1.9688 0.7474  -0.423
8 N 3.7839 -1.0076 1.9441  -0.019
9 C 4.7698 -0.2336 2.5242  -0.052
10 C 4.3060 0.2323 3.6998  -0.023
11 N 3.0246 -0.2670 3.8483  -0.108
12 C 2.1839 -0.0407 5.0086  -0.021
13 C 2.7236 -1.0190 2.7689  -0.710
14 S 1.2208 -1.8259 2.4978  0.584
15 C 3.3382 -0.1723 -1.1494  -0.613
16 S 3.3945 1.3567 -0.3399  0.945
17 H 2.7329 0.4708 -4.3753  0.095
18 H 3.9724 1.4074 -3.5160  0.101
19 H 2.2793 1.5339 -3.0286  0.068
20 H 3.2055 -1.9088 -3.8765  0.131
21 H 3.5697 -3.3465 -1.5527  0.134
22 H 5.2239 -2.1066 0.6388  0.087
23 H 3.4407 -2.9950 0.9300  0.071
24 H 5.7231 -0.0853 2.0488  0.130
25 H 4.7624 0.8704 4.4364  0.132
26 H 2.7474 -0.2583 5.9137  0.101
27 H 1.3264 -0.7039 4.9541  0.060
28 H 1.8518 0.9977 5.0391  0.098
29 O -2.1917 -2.8165 -0.3894  -0.118
30 C -3.1744 -2.5882 0.6208  -0.254
31 C -4.0597 -1.3954 0.3027  -0.164
32 C -3.3291 -0.0412 0.2136  -0.139
33 C -2.8284 0.4162 1.5588  -0.277
34 C -3.7318 0.9454 2.4777  -0.003
35 C -3.3005 1.3336 3.7322  -0.031
36 C -1.9566 1.1961 4.0467  -0.035
37 C -1.1135 0.6816 3.0847  -0.160
38 N -1.5304 0.2982 1.8698  -0.007
39 H -2.6457 -3.0063 -1.2171  0.089
40 H -2.6205 -2.4276 1.5481  0.117
41 H -3.7917 -3.4809 0.7498  0.122
42 H -4.8345 -1.3267 1.0725  0.118
43 H -4.5640 -1.5836 -0.6498  0.120
44 H -4.0478 0.6944 -0.1505  0.123
45 H -2.4993 -0.0884 -0.4949  0.070
46 H -4.7720 1.0463 2.1943  0.126
47 H -3.9991 1.7429 4.4503  0.119
48 H -1.5663 1.4895 5.0115  0.114
49 H -0.0518 0.5749 3.2732  0.060
50 S -1.0277 5.3466 -5.6025  1.043
51 N -0.9020 3.7494 -5.7603  -0.209
52 C -0.8003 3.2566 -4.5397  -0.308
53 C -0.6566 1.8575 -4.1979  -0.090
54 C -0.6327 0.8412 -5.1543  0.012
55 C -0.4835 -0.4633 -4.7410  -0.035
56 C -0.3511 -0.7106 -3.3750  -0.139
57 N -0.3731 0.2427 -2.4610  0.053
58 C -0.5322 1.5139 -2.8430  -0.165
59 C -0.5780 2.5419 -1.7846  -0.135
60 N -0.5001 2.1404 -0.5010  0.092
61 C -0.5826 3.0598 0.4487  -0.124
62 C -0.7181 4.4235 0.1998  -0.014
63 C -0.7873 4.8460 -1.1046  0.020
64 C -0.7301 3.8940 -2.1228  -0.080
65 C -0.8279 4.2516 -3.5240  -0.304
66 N -0.9526 5.4767 -3.9999  -0.209
67 H -0.7321 1.1004 -6.2010  0.125
68 H -0.4687 -1.2804 -5.4498  0.112
69 H -0.2199 -1.7221 -2.9990  0.110
70 H -0.5182 2.7001 1.4676  0.093
71 H -0.7609 5.1245 1.0216  0.117
72 H -0.8870 5.8926 -1.3623  0.126
73 O 1.9235 1.8579 1.8351  -0.065
74 C 1.9392 1.0816 0.9412  -0.697

Across the entries above, relative energy (zero: lowest compared OMol25 entry of this formula, charge and spin) takes the values 30.74, 2.46 kcal/mol, respectively.
Across the entries above, largest force on an atom takes the values 0.36, 0.40 eV Å⁻¹, respectively.